Formula: C2HFINO2
Source: the OMol25 dataset
Level of theory: ωB97M-V/def2-TZVPD

- ΔE to the lowest compared entry with this formula, charge and spin (kcal/mol) = 63.7
- lowest unoccupied orbital energy (alpha / beta) (eV) = -2.3358 / -2.4080
- largest force on an atom (eV/A) = 3.94
- orbital gap (alpha / beta) (eV) = 7.934 / 7.565
- SMILES string = O=NOI.C#CF

Structure (ORCA input):
```
! wB97M-V def2-TZVPD RIJCOSX def2/J DEFGRID3
* xyz 0 1
O 0.1106 1.8657 0.0290
N -0.5146 1.4581 0.9679
O -1.5807 0.9020 1.0125
I -3.0273 0.5974 -0.6935
C 1.0363 -0.7842 -0.7872
C 1.5306 -1.4625 0.0727
F 1.9569 -2.1634 1.0592
H 0.4881 -0.4130 -1.6607
*
```